This record from OMol25 describes a single C16H16FN3O2S molecule. The level of theory is wB97M-V/def2-TZVPD.

```
! wB97M-V def2-TZVPD RIJCOSX def2/J DEFGRID3
* xyz 0 1
C 6.117 -2.062 -4.365
N 4.795 -1.462 -4.421
C 4.328 -0.736 -5.623
C 3.854 -1.724 -3.479
N 4.122 -2.656 -2.594
C 3.238 -2.365 -1.532
C 2.201 -1.545 -1.745
C 1.127 -1.410 -0.752
C -0.079 -0.756 -1.175
C -1.183 -0.322 -0.357
N -2.339 0.219 -0.643
C -2.876 0.533 0.564
C -4.054 1.195 0.860
C -4.340 1.393 2.208
C -3.308 1.253 3.203
O -3.223 1.736 4.440
C -4.504 2.076 5.012
C -4.153 2.945 6.267
F -3.566 4.102 5.788
C -2.148 0.375 2.873
C -1.976 0.092 1.569
O -0.924 -0.364 0.990
S 2.472 -0.676 -3.160
H 6.036 -3.088 -4.003
H 6.826 -1.472 -3.686
H 6.592 -2.078 -5.329
H 5.129 -0.158 -6.068
H 3.574 0.063 -5.393
H 3.838 -1.328 -6.356
H 3.431 -2.870 -0.668
H 1.395 -1.595 0.323
H -0.184 -0.389 -2.228
H -4.697 1.592 0.071
H -5.270 1.970 2.559
H -4.944 2.758 4.342
H -5.118 1.175 5.139
H -3.542 2.414 7.096
H -5.099 3.254 6.711
H -1.545 -0.087 3.561
*
```

Computed properties:
Molecular weight = 333.39 u
Maximum force = 4.864 eV/Å
Orbital gap = 7.0 eV
SMILES = CN(C)c1ncc(/C=C/c2nc3ccc(OCCF)cc3o2)s1
HOMO level = -7.1641 eV

Atomic partial charges in e from the Löwdin method, atoms 1 to 6: -0.06 -0.21 -0.07 -0.60 0.08 -0.17

This record from OMol25 describes a gas-phase ion, C8H9N4S (charge +1). The level of theory is wB97M-V/def2-TZVPD.

```
! wB97M-V def2-TZVPD RIJCOSX def2/J DEFGRID3
* xyz 1 1
C -3.254 1.249 -0.282
C -2.853 0.142 -1.085
C -2.370 1.800 0.638
C -1.562 -0.324 -1.032
C -1.049 1.339 0.730
C -0.701 0.312 -0.074
C 3.975 0.417 0.331
C 1.058 -1.370 0.147
N 2.864 0.502 -0.065
N 1.632 0.867 -0.133
N 0.714 -0.148 -0.048
N 0.223 -2.363 0.467
S 5.530 0.194 -0.208
H -4.245 1.519 -0.575
H -3.609 -0.327 -1.855
H -2.457 2.708 1.287
H -1.258 -1.012 -1.649
H -0.391 1.772 1.431
H 2.059 -1.532 -0.011
H 5.991 -0.114 1.013
H -0.662 -2.307 0.880
H 0.368 -3.318 0.095
*
```

Computed properties:
Molecular weight = 193.26 u
Maximum force = 6.432 eV/Å
Orbital gap = 8.2 eV
HOMO level = -12.1919 eV

Atomic partial charges in e from the Löwdin method, atoms 1 to 6: -0.05 -0.06 -0.04 -0.01 -0.03 -0.16

This record from OMol25 describes a molecular structure, C14H26N4O11P2SSb2W. The level of theory is wB97M-V/def2-TZVPD.

```
! wB97M-V def2-TZVPD RIJCOSX def2/J DEFGRID3
* xyz 0 3
W 1.059 0.908 0.035
O 3.076 3.211 1.875
S 1.692 2.867 1.732
O 0.754 3.721 2.434
O 1.355 1.384 2.066
O 1.281 2.847 0.207
O 2.394 2.069 -2.101
P 2.635 0.515 -2.466
O 2.588 0.290 -3.909
O 1.644 -0.232 -1.498
O 4.112 0.310 -1.824
P 4.408 0.807 -0.291
O 4.914 2.285 -0.449
O 5.366 -0.124 0.322
O 3.009 0.881 0.331
H 2.612 2.632 -2.854
H 4.551 2.826 0.277
C -1.401 1.953 3.346
Sb -1.233 1.836 1.254
C -0.342 1.635 -1.598
C -3.438 1.723 1.191
C -4.035 1.249 -0.102
C -4.382 2.186 -1.071
C -4.944 1.818 -2.283
C -5.131 0.464 -2.574
C -4.765 -0.483 -1.649
C -4.233 -0.124 -0.386
C -3.861 -1.137 0.522
Sb -0.976 -0.841 0.213
C -0.627 -2.807 -0.505
C -0.998 -1.540 2.247
H -1.549 3.013 3.532
H -0.479 1.629 3.811
H -2.253 1.372 3.680
H -1.413 1.437 -1.547
H 0.023 1.233 -2.537
H -0.216 2.714 -1.632
H -3.731 2.760 1.368
H -3.677 1.117 2.062
H -4.222 3.238 -0.854
H -5.240 2.575 -2.997
H -5.546 0.164 -3.528
H -4.863 -1.539 -1.879
H -4.025 -2.179 0.270
H -3.481 -0.921 1.510
H -0.920 -3.456 0.319
H 0.424 -2.909 -0.760
H -1.260 -2.990 -1.374
H -1.833 -2.233 2.348
H -1.125 -0.722 2.951
H -0.056 -2.044 2.437
N 4.022 -5.132 -0.102
C 3.915 -3.794 0.036
N 4.874 -3.022 -0.455
N 2.845 -3.379 0.680
C 2.403 -2.168 0.848
N 1.773 -1.215 1.030
H 4.748 -5.550 -0.653
H 3.269 -5.700 0.240
H 5.653 -3.425 -0.945
H 4.852 -2.007 -0.349
*
```

Computed properties:
Molecular weight = 947.75 u
Maximum force = 3.099 eV/Å
Orbital gap (spin up / spin down) = 5.6 / 6.2 eV
HOMO level (spin up / spin down) = -7.5027 / -8.1251 eV

Atomic partial charges in e from the Löwdin method, atoms 1 to 6: 1.27 -0.25 0.37 -0.32 -0.52 -0.54

Q: Which formula does entry 3 have?
A: C14H26N4O11P2SSb2W